Entry 1:
# C2H5N3S

The molecule C2H5N3S in a non-equilibrium geometry (ωB97M-V/def2-TZVPD, the Open Molecules 2025 dataset).

Calculated values
LUMO level, eV: -0.2769
2S+1: 1
Total energy, hartree: -641.50687
HOMO level, eV: -9.18
HOMO-LUMO gap, eV: 8.90
Energy relative to the best compared isomer or geometry (same formula, charge and spin), eV: 4.8210

```
11
Properties=species:S:1:pos:R:3:forces:R:3
C -0.5289 -1.0705 0.2714 1.35 1.84 -0.75
C 1.6516 0.1079 0.5375 -0.10 0.82 -0.35
N 0.7017 -0.8365 0.2436 -0.49 -0.09 0.20
N -2.2956 1.3385 0.0436 -0.54 -1.31 0.69
N 2.6264 0.5692 -0.1306 -0.66 0.56 1.09
S -2.1637 -0.2256 -0.0310 1.19 2.01 -1.39
H -0.7503 -2.0676 0.1624 -1.02 -2.70 -0.07
H -1.8081 -0.6208 -1.3973 -0.48 0.08 1.19
H 1.5221 0.4593 1.5361 0.26 0.00 1.03
H -1.5174 1.9590 -0.1348 0.35 -0.40 -0.35
H 2.5623 0.3872 -1.1009 0.13 -0.82 -1.29
```
Forces are in eV/Å.

These are the natural (NBO) partial charges, in e, on atoms 1 to 2: C -0.01; C 0.25


Entry 2:
# C4H9NO

A cluster of 2 separate species, C4H9NO in total in a non-equilibrium geometry (ωB97M-V/def2-TZVPD, the Open Molecules 2025 dataset).

Calculated values
LUMO level (alpha / beta), eV: 0.6124 / -1.3453
2S+1: 1
Total energy, hartree: -287.58171
HOMO level (alpha / beta), eV: -9.86 / -7.77
HOMO-LUMO gap (alpha / beta), eV: 10.47 / 6.43
Energy relative to the best compared isomer or geometry (same formula, charge and spin), eV: 6.8231

```
15
Properties=species:S:1:pos:R:3:forces:R:3
C 0.5827 -2.2782 -0.1444 -0.03 0.34 -0.52
O -0.2203 -1.0804 -0.2044 1.65 -0.13 -1.50
C -0.2936 -0.3047 -1.4876 -3.82 -2.00 3.35
N -0.0482 -0.6620 -2.6086 1.06 0.24 -0.79
H 0.8210 -2.4334 0.9072 -0.24 -0.13 -0.03
H 0.0249 -3.1049 -0.5861 0.05 -0.12 0.23
H 1.5225 -2.1786 -0.6897 -0.05 0.17 -0.04
C -0.6318 0.9683 0.8555 -0.83 0.63 1.04
C 0.2391 2.1486 0.6785 0.09 0.04 0.13
H 0.1872 2.7600 1.5946 0.03 0.02 -0.14
H -1.6850 1.0548 0.6206 -0.02 0.10 0.06
H -0.4333 0.3015 1.6819 0.12 -0.01 -0.10
H -1.2836 0.1737 -1.0380 1.83 0.81 -1.50
H -0.0682 2.7777 -0.1563 0.13 -0.05 -0.04
H 1.2866 1.8574 0.5770 0.02 0.09 -0.15
```
Forces are in eV/Å.

These are the natural (NBO) partial charges, in e, on atoms 1 to 2: C -0.27; O -0.54


Entry 3:
# C12H28F6NOPS

A cluster of 2 separate species, C12H28F6NOPS in total in a non-equilibrium geometry (ωB97M-V/def2-TZVPD, the Open Molecules 2025 dataset).

Calculated values
LUMO level, eV: -0.3200
2S+1: 1
Total energy, hartree: -1942.86977
HOMO level, eV: -10.58
HOMO-LUMO gap, eV: 10.26

```
50
Properties=species:S:1:pos:R:3:forces:R:3
C 1.2257 2.9330 1.0232 -0.08 0.17 0.01
C 2.6064 2.6063 0.4162 -0.19 -0.22 0.33
C 2.9054 1.0953 0.3071 -0.19 -0.01 -0.14
C 3.3771 0.6802 -1.0897 0.47 0.12 0.06
C 3.6979 -0.8114 -1.2452 -0.35 0.09 0.42
C 2.4631 -1.6705 -1.5583 0.19 -0.50 -0.26
C 1.8622 -2.3558 -0.3291 0.01 0.26 0.09
C 0.4788 -2.9768 -0.5260 0.01 -0.18 0.61
S -0.7057 -1.8580 -1.2744 -0.10 0.34 -0.97
C -2.3604 -2.4767 -0.6125 -0.14 -0.50 0.43
N -2.5701 -2.2688 0.7444 -0.13 0.60 -0.02
C -0.5364 -0.3050 -0.3921 0.09 0.31 0.26
C -1.6561 0.6786 -0.7604 0.45 0.05 -0.28
C -1.3886 1.4503 -2.0628 -0.13 -0.01 -0.05
O -1.1530 2.8320 -1.8464 0.20 -0.08 0.06
H 0.5988 3.4823 0.3181 0.00 -0.13 0.01
H 1.3049 3.5580 1.9150 0.05 -0.07 -0.05
H 0.6844 2.0320 1.3280 0.02 0.06 -0.05
H 2.6773 3.0499 -0.5802 0.11 0.07 0.13
H 3.3653 3.0555 1.0602 0.08 0.11 -0.31
H 3.6754 0.8070 1.0308 -0.08 -0.03 -0.05
H 2.0010 0.5429 0.5892 0.14 -0.02 -0.02
H 2.6548 0.9951 -1.8543 0.02 -0.01 0.08
H 4.2963 1.2432 -1.2919 -0.13 0.03 -0.06
H 4.4630 -0.9587 -2.0091 -0.10 0.03 0.00
H 4.1189 -1.1529 -0.2894 0.16 -0.07 -0.21
H 2.7549 -2.4652 -2.2554 -0.14 0.10 -0.05
H 1.7127 -1.0692 -2.0848 0.10 -0.01 0.03
H 2.5364 -3.1575 -0.0124 -0.10 0.05 0.04
H 1.8150 -1.6548 0.5105 -0.03 -0.04 -0.09
H 0.4922 -3.8677 -1.1584 0.02 0.16 -0.10
H 0.0635 -3.2664 0.4451 0.08 -0.03 -0.06
H -3.1041 -1.9654 -1.2222 0.12 0.09 0.03
H -2.3709 -3.5328 -0.8986 0.22 0.08 -0.02
H -2.8183 -1.3128 1.0011 -0.16 -0.16 0.17
H -1.9005 -2.6258 1.4089 -0.11 -0.31 -0.04
H -0.4867 -0.4924 0.6842 -0.18 -0.13 -0.09
H 0.4266 0.1000 -0.7116 -0.07 -0.04 0.07
H -1.6948 1.3848 0.0718 -0.14 -0.11 -0.10
H -2.6306 0.1939 -0.7945 0.04 0.06 0.15
H -2.2300 1.3254 -2.7537 0.05 -0.02 0.00
H -0.4895 1.0732 -2.5636 -0.10 0.03 -0.02
H -1.7407 3.1430 -1.1502 -0.09 0.02 -0.06
F -3.4706 -0.9650 3.0572 -0.65 0.20 -0.79
P -4.0911 0.5843 2.9742 0.15 -0.15 -0.65
F -5.1913 0.6719 1.7742 0.02 -1.11 0.09
F -4.6284 2.0501 3.4186 0.61 0.25 -0.73
F -5.2490 -0.0403 3.9055 0.68 0.30 0.77
F -3.0456 0.6645 1.5642 -0.11 0.75 0.79
F -2.7457 1.0175 3.7794 -0.62 -0.43 0.61
```
Forces are in eV/Å.

These are the natural (NBO) partial charges, in e, on atoms 1 to 2: C -0.61; C -0.41


Entry 4:
# C3H7NO3

A cluster of 2 separate species, C3H7NO3 in total in a non-equilibrium geometry (ωB97M-V/def2-TZVPD, the Open Molecules 2025 dataset).

Calculated values
LUMO level (alpha / beta), eV: -4.9962 / -9.3446
2S+1: 2
Total energy, hartree: -398.61184
HOMO level (alpha / beta), eV: -14.23 / -14.23
Net charge: +1
HOMO-LUMO gap (alpha / beta), eV: 9.23 / 4.88
Energy relative to the best compared isomer or geometry (same formula, charge and spin), eV: 1.5858
Expectation value of S²: 0.759

```
14
Properties=species:S:1:pos:R:3:forces:R:3
C -0.4114 0.2536 -1.7249 0.67 0.42 0.06
N -0.0231 0.6372 -0.4630 -0.09 -1.28 1.43
C -0.7520 0.0620 0.6434 -0.36 1.32 -0.03
C -1.6441 -1.1560 0.2771 -0.38 0.53 -0.33
O -1.4609 -2.2536 0.6327 0.43 -0.90 0.31
O -1.4776 -0.2886 -1.9013 -0.29 -0.16 -0.19
H 0.2988 0.4532 -2.5268 0.08 0.13 -0.08
H 0.9337 0.7713 -0.1286 0.04 0.21 -1.32
H -1.5278 0.7592 0.9741 -0.06 0.02 0.16
H -0.0848 -0.1553 1.4648 0.07 -0.28 0.15
H -2.5740 -0.8923 -0.2746 -0.05 0.03 -0.17
H 4.0149 1.4329 2.5914 -0.09 -0.02 -0.10
H 5.0915 2.3777 2.1724 0.00 0.14 -0.28
O 4.2728 1.9859 1.8446 0.04 -0.16 0.38
```
Forces are in eV/Å.

These are the natural (NBO) partial charges, in e, on atoms 1 to 2: C 0.54; N -0.53


Entry 5:
# C23H24F5N3NiSTe

A structure of composition C23H24F5N3NiSTe (ωB97M-V/def2-TZVPD, the Open Molecules 2025 dataset).

Calculated values
LUMO level (alpha / beta), eV: -0.9145 / -0.9175
2S+1: 1
Total energy, hartree: -3728.97660
HOMO level (alpha / beta), eV: -7.02 / -6.99
HOMO-LUMO gap (alpha / beta), eV: 6.11 / 6.07
Energy relative to the best compared isomer or geometry (same formula, charge and spin), eV: 0.7806

```
58
Properties=species:S:1:pos:R:3:forces:R:3
Ni 0.9204 -0.9004 0.4392 0.20 0.23 -0.19
N 3.0179 -1.5965 -0.1604 -0.04 0.05 0.10
C 3.9060 -0.5919 -0.6254 0.01 0.05 -0.03
C 4.9256 -0.1186 0.1927 -0.02 -0.01 0.00
C 5.6960 0.9625 -0.2135 -0.01 -0.01 0.01
C 5.4643 1.5718 -1.4374 0.02 0.00 -0.02
C 4.4617 1.0796 -2.2633 -0.02 0.00 0.00
C 3.6825 0.0066 -1.8622 0.03 -0.03 0.01
H 3.4008 -2.1358 0.6063 -0.01 -0.01 0.03
H 2.7315 -2.2405 -0.8890 -0.03 0.01 0.00
H 5.1055 -0.5873 1.1545 -0.01 0.01 -0.01
H 6.4812 1.3302 0.4346 0.00 -0.01 0.00
H 6.0624 2.4172 -1.7496 -0.01 0.00 0.01
H 4.2751 1.5432 -3.2237 0.00 0.00 0.00
H 2.8776 -0.3556 -2.4929 0.01 0.00 0.00
F 1.7776 -1.7879 2.5256 -0.11 -0.10 0.06
C 0.8114 -2.3145 1.6329 0.17 -0.39 0.09
F 1.3173 -3.5306 1.2421 -0.05 0.14 0.05
C -0.4058 -2.6180 2.5176 0.14 0.03 0.14
F -0.9110 -1.4687 3.0012 0.01 -0.09 -0.06
F -1.3591 -3.2532 1.8450 -0.02 -0.04 0.00
F -0.0731 -3.3911 3.5674 -0.01 0.12 -0.05
C -6.7455 -1.6211 1.3347 -0.02 -0.01 0.00
C -5.3478 -1.6375 0.7778 0.03 -0.01 -0.02
C -4.8750 -2.7104 0.0368 0.01 0.01 0.02
C -3.5794 -2.7450 -0.4703 0.00 -0.03 0.00
C -3.1563 -3.9646 -1.2464 0.01 0.00 0.00
C -2.7184 -1.6597 -0.2397 -0.07 -0.06 -0.09
Te -0.7856 -1.7638 -1.1317 -0.22 0.15 -0.09
C -3.1813 -0.5636 0.4989 0.03 0.04 0.00
C -2.3584 0.6643 0.7839 0.01 0.01 0.01
C -4.4817 -0.5781 0.9963 0.01 0.00 0.05
H -7.2922 -2.5206 1.0525 0.01 0.01 0.00
H -7.3057 -0.7587 0.9680 0.01 0.00 0.00
H -6.7344 -1.5635 2.4250 0.01 0.00 -0.01
H -5.5286 -3.5574 -0.1464 0.01 0.01 0.00
H -3.9463 -4.7155 -1.2342 0.00 0.01 0.00
H -2.2494 -4.4030 -0.8265 -0.01 0.00 0.01
H -2.9354 -3.7241 -2.2890 0.00 0.02 0.02
H -1.2937 0.4690 0.6911 0.03 -0.02 0.02
H -2.5487 1.0234 1.7964 -0.03 0.01 -0.02
H -2.6137 1.4716 0.0902 0.02 -0.03 -0.02
H -4.8212 0.2735 1.5799 0.00 -0.02 -0.01
N 0.6906 5.8546 -1.2516 -0.03 -0.03 0.01
C 1.7962 5.1804 -0.8969 0.00 0.07 0.00
S 3.2748 5.8804 -0.7714 0.01 -0.02 -0.03
C 1.5831 3.7244 -0.6490 -0.01 -0.03 0.00
C 2.3373 3.0601 0.3100 0.01 -0.01 0.00
C 2.1193 1.7138 0.5116 0.00 -0.02 -0.02
N 1.2180 1.0096 -0.1850 -0.20 -0.05 0.05
C 0.4938 1.6428 -1.1081 0.14 -0.01 -0.05
C 0.6460 2.9926 -1.3697 0.03 -0.03 -0.04
H 0.7630 6.8448 -1.4147 0.02 0.00 0.00
H -0.2241 5.4441 -1.1682 0.01 0.00 -0.01
H 3.0874 3.5937 0.8755 0.00 -0.02 0.01
H 2.6966 1.1619 1.2432 -0.02 0.03 0.03
H -0.2083 1.0224 -1.6529 -0.05 0.03 0.01
H 0.0593 3.4388 -2.1620 0.01 0.02 0.02
```
Forces are in eV/Å.

These are the natural (NBO) partial charges, in e, on atoms 1 to 2: Ni 0.74; N -0.86


Entry 6:
# C2H5NO2

The molecule C2H5NO2 in a non-equilibrium geometry (ωB97M-V/def2-TZVPD, the Open Molecules 2025 dataset).

Calculated values
LUMO level, eV: 0.5155
2S+1: 1
Total energy, hartree: -284.31428
HOMO level, eV: -10.20
HOMO-LUMO gap, eV: 10.72
Energy relative to the best compared isomer or geometry (same formula, charge and spin), eV: 4.1657

```
10
Properties=species:S:1:pos:R:3:forces:R:3
C -0.3099 0.2449 -0.1156 1.44 0.02 0.07
C 0.2206 -1.1336 -0.3351 -0.66 -0.58 0.47
N -1.5221 0.4426 -0.2604 -1.58 2.99 0.11
O 0.1995 2.3881 0.6687 1.10 2.95 -1.15
O 0.6510 1.1209 0.3023 1.67 -0.83 -0.23
H 0.1311 -1.6447 0.6593 -0.33 -0.06 -1.18
H -0.4537 -1.4166 -1.1478 -0.24 -0.99 0.72
H 1.1833 -1.3953 -0.7281 0.92 0.92 0.07
H -1.6750 1.4876 -0.0620 -0.14 -1.82 -0.21
H 0.8834 3.0623 0.2032 -2.18 -2.61 1.33
```
Forces are in eV/Å.

These are the natural (NBO) partial charges, in e, on atoms 1 to 2: C 0.53; C -0.69